No. 1
Computed, not measured: a single C5H8 molecule at a distorted geometry, with ωB97M-V with the def2-TZVPD basis set.

Positions of all 13 atoms, in Å:
C1 -1.381 -0.582 -0.385
C2 -1.052 0.838 -0.161
C3 -0.207 -0.407 0.434
C4 1.429 0.276 0.279
C5 1.013 -0.786 -0.605
H1 -2.361 -0.932 -0.140
H2 -0.499 1.504 -0.870
H3 -1.600 1.461 0.527
H4 -0.301 -0.433 1.632
H5 1.987 0.037 1.171
H6 1.163 1.258 0.016
H7 0.816 -0.386 -1.580
H8 0.993 -1.849 -0.317

For the molar mass, the calculation gives 68.1 g mol⁻¹. For the HOMO energy, the calculation gives -5.805 eV. The HOMO-LUMO gap is 0.2288 Eh. The energy above the lowest of the compared OMol25 structures with the same formula, charge and spin is 171.4 kcal per mole.

=====

No. 2
Computed, not measured: a molecular structure, C12H33BBr2CaCl6IMgNO10P3 at a distorted geometry, with ωB97M-V with the def2-TZVPD basis set.

Positions of all 71 atoms, in Å:
O1 -2.163 6.187 -4.012
B1 -0.913 5.415 -3.687
O2 0.355 6.100 -3.299
C1 -0.872 3.753 -3.762
P1 -1.691 3.050 -2.186
P2 -1.934 0.884 -2.156
O3 -0.907 0.231 -0.875
O4 -3.573 0.638 -1.516
P3 -0.626 3.603 -0.363
O5 -0.919 5.321 -0.161
I1 1.846 3.323 -0.677
H1 -2.842 5.471 -4.240
H2 0.791 5.426 -2.667
H3 0.258 3.413 -3.918
H4 -1.498 3.353 -4.686
H5 -3.014 3.627 -2.101
H6 -1.452 0.220 -0.033
H7 -3.821 1.424 -0.917
H8 -1.841 5.368 0.278
Cl1 -4.373 6.844 -4.050
C2 2.062 -1.854 -1.115
C3 0.951 -2.892 -1.097
C4 0.344 -3.091 0.295
C5 1.321 -3.614 1.355
C6 1.992 -4.947 1.013
C7 1.000 -6.090 0.871
H9 2.899 -2.146 -0.476
H10 2.450 -1.733 -2.132
H11 1.691 -0.882 -0.775
H12 1.325 -3.841 -1.495
H13 0.156 -2.567 -1.779
H14 -0.509 -3.774 0.214
H15 -0.068 -2.136 0.644
H16 0.780 -3.720 2.304
H17 2.099 -2.865 1.538
H18 2.702 -5.196 1.811
H19 2.584 -4.856 0.097
H20 0.436 -6.232 1.798
H21 1.527 -7.022 0.648
H22 0.289 -5.911 0.059
Ca1 2.667 -7.158 2.143
C8 1.138 -12.040 4.061
C9 1.319 -11.245 5.367
O6 2.329 -10.413 5.175
H23 2.033 -12.622 3.808
H24 0.308 -12.748 4.170
H25 0.901 -11.386 3.212
H26 1.410 -12.006 6.157
H27 0.326 -10.823 5.587
C10 4.079 6.675 -2.605
Cl2 4.956 5.152 -2.316
Cl3 5.201 8.048 -2.436
Cl4 3.398 6.665 -4.252
Cl5 2.760 6.836 -1.418
Br1 -1.217 3.402 2.527
C11 -2.413 2.266 3.570
C12 -2.005 0.815 3.480
Br2 -2.536 0.036 1.771
H28 -3.428 2.456 3.209
H29 -2.324 2.629 4.598
H30 -2.526 0.220 4.236
H31 -0.928 0.659 3.580
N1 -2.504 9.518 -5.495
O7 -3.648 9.151 -5.811
O8 -1.517 9.050 -6.087
O9 -2.347 10.352 -4.588
Mg1 -2.568 8.596 -3.721
Cl6 -1.891 -4.521 -0.646
O10 1.028 4.537 4.847
H32 0.757 5.465 4.909
H33 0.399 4.151 4.219

For the molar mass, the calculation gives 1018.9 g mol⁻¹. For the HOMO energy, the calculation gives -8.302 eV. Its charge is +1. The HOMO-LUMO gap is 0.1251 Eh.

=====

No. 3
Computed, not measured: a single C2H4F2NO3PS molecule at a distorted geometry, with ωB97M-V with the def2-TZVPD basis set.

Positions of all 14 atoms, in Å:
C1 -0.124 0.840 -1.419
C2 -0.393 1.232 -0.182
N1 -0.481 -1.678 3.038
O1 -1.731 -0.612 0.966
O2 0.906 -0.603 0.925
O3 -0.223 1.022 2.356
F1 -3.049 -1.929 2.274
F2 -1.569 -3.138 1.006
P1 -1.515 -1.830 1.911
S1 -0.135 0.276 1.207
H1 -0.408 1.540 -2.298
H2 0.148 -0.276 -1.565
H3 -0.572 2.343 -0.118
H4 -0.301 -2.518 3.445

For the molar mass, the calculation gives 191.1 g mol⁻¹. For the HOMO energy, the calculation gives -10.476 eV. The HOMO-LUMO gap is 0.3796 Eh.

=====

No. 4
Computed, not measured: a molecular structure, C26H43Cl5KO7SSi at a distorted geometry, with ωB97M-V with the def2-TZVPD basis set.

Positions of all 84 atoms, in Å:
K1 1.576 -0.156 0.657
C1 2.301 0.283 4.148
C2 2.341 1.656 3.461
O1 3.055 1.647 2.239
C3 4.456 1.487 2.360
C4 4.980 0.892 1.067
O2 4.407 -0.368 0.759
C5 4.783 -1.420 1.624
C6 4.045 -2.675 1.203
O3 2.640 -2.516 1.202
C7 1.916 -2.920 2.346
C8 2.117 -2.030 3.566
O4 1.963 -0.680 3.183
H1 1.558 0.314 4.956
H2 3.268 0.019 4.600
H3 2.748 2.397 4.158
H4 1.327 1.959 3.197
H5 4.704 0.844 3.209
H6 4.938 2.458 2.532
H7 6.074 0.815 1.122
H8 4.719 1.542 0.232
H9 4.548 -1.172 2.664
H10 5.865 -1.604 1.555
H11 4.338 -3.518 1.841
H12 4.321 -2.917 0.175
H13 2.176 -3.950 2.622
H14 0.872 -2.895 2.025
H15 3.122 -2.182 3.987
H16 1.383 -2.312 4.330
C9 1.334 3.375 -2.384
C10 0.063 3.704 -1.674
C11 -1.042 4.432 -2.365
C12 0.194 3.833 -0.185
O5 -1.826 1.390 -0.212
Si1 -1.493 0.191 -1.151
S1 -1.187 -1.626 -0.035
O6 -2.431 -0.041 -2.497
C13 -3.856 -0.125 -2.622
C14 -4.352 -1.478 -2.133
C15 -4.531 0.993 -1.828
C16 -4.124 0.032 -4.115
O7 -2.508 -1.784 1.027
C17 -2.399 -1.403 2.411
C18 -3.828 -1.020 2.778
C19 -1.464 -0.234 2.682
C20 -1.944 -2.630 3.197
H17 1.146 3.465 -3.472
H18 -0.418 2.108 -3.429
H19 0.772 1.447 -0.885
H20 -0.676 5.409 -2.690
H21 -1.917 4.561 -1.725
H22 -1.320 3.886 -3.273
H23 1.012 4.537 -0.033
H24 0.494 2.895 0.298
H25 -0.717 4.179 0.310
H26 -4.195 -1.584 -1.056
H27 -3.820 -2.278 -2.638
H28 -5.422 -1.575 -2.340
H29 -4.252 0.939 -0.776
H30 -5.619 0.909 -1.911
H31 -4.216 1.969 -2.201
H32 -3.632 -0.775 -4.662
H33 -3.716 0.981 -4.467
H34 -5.197 0.006 -4.324
H35 -4.122 -0.133 2.216
H36 -3.909 -0.808 3.847
H37 -4.509 -1.833 2.523
H38 -1.629 0.568 1.959
H39 -0.418 -0.552 2.618
H40 -1.636 0.126 3.699
H41 -2.640 -3.457 3.049
H42 -1.880 -2.404 4.265
H43 -0.959 -2.948 2.850
Cl1 0.242 1.761 -2.189
C21 0.483 -0.206 -2.240
C22 0.218 -0.764 -3.539
C23 -0.488 -1.898 -4.028
Cl2 -1.252 -3.141 -3.097
C24 -0.326 -2.004 -5.399
Cl3 -0.959 -3.259 -6.403
C25 0.490 -0.941 -5.836
Cl4 0.979 -0.647 -7.463
C26 0.852 -0.217 -4.716
Cl5 2.008 1.069 -4.753

For the molar mass, the calculation gives 744.1 g mol⁻¹. For the HOMO energy, the calculation gives -2.796 eV. Its charge is -1. The HOMO-LUMO gap is 0.1468 Eh. The energy above the lowest of the compared OMol25 structures with the same formula, charge and spin is 377.0 kcal per mole.

=====

No. 5
Computed, not measured: 2 unconnected molecules or ions with the total composition C4H5P at a distorted geometry, with ωB97M-V with the def2-TZVPD basis set.

Positions of all 10 atoms, in Å:
C1 0.826 1.208 -0.319
C2 -2.024 0.213 0.210
C3 -0.867 -0.282 -0.090
C4 1.691 1.814 0.650
P1 1.931 2.101 -1.194
H1 -2.979 -0.481 0.273
H2 -2.180 1.206 0.270
H3 -0.354 -1.280 -0.069
H4 1.214 2.587 1.333
H5 2.304 1.016 1.137

For the molar mass, the calculation gives 84.1 g mol⁻¹. For the HOMO energy, the calculation gives -8.650 eV. The HOMO-LUMO gap is 0.3271 Eh. The energy above the lowest of the compared OMol25 structures with the same formula, charge and spin is 109.3 kcal per mole.

=====

No. 6
Computed, not measured: 9 unconnected molecules or ions with the total composition C28H49N5O4S4 at a distorted geometry, with ωB97M-V with the def2-TZVPD basis set.

Positions of all 90 atoms, in Å:
N1 4.661 0.107 8.140
C1 4.826 -0.914 7.220
C2 4.148 -0.652 6.046
C3 3.646 0.672 6.203
C4 3.913 1.063 7.510
H1 5.045 0.133 9.074
H2 5.434 -1.794 7.372
H3 4.127 -1.281 5.169
H4 3.068 1.240 5.489
H5 3.705 1.953 8.085
N2 0.851 -1.014 -0.982
C5 0.851 -0.235 -2.081
C6 1.531 0.941 -1.799
C7 1.911 0.869 -0.419
C8 1.417 -0.346 0.062
H6 0.406 -1.921 -0.983
H7 0.403 -0.570 -3.004
H8 1.795 1.734 -2.483
H9 2.546 1.527 0.156
H10 1.327 -0.707 1.076
N3 -2.837 -2.484 3.656
C9 -1.861 -3.295 3.052
C10 -0.714 -3.169 3.834
C11 -0.966 -2.245 4.809
C12 -2.312 -1.838 4.761
H11 -3.750 -2.301 3.266
H12 -2.092 -3.945 2.220
H13 0.141 -3.812 3.692
H14 -0.255 -1.920 5.554
H15 -2.908 -1.102 5.280
N4 6.456 6.107 1.764
C13 5.144 5.714 2.050
C14 4.286 6.540 1.330
C15 5.032 7.572 0.865
C16 6.410 7.282 1.070
H16 7.315 5.702 2.107
H17 4.938 4.862 2.681
H18 3.207 6.518 1.297
H19 4.630 8.422 0.334
H20 7.357 7.729 0.807
N5 -2.805 2.533 0.003
C17 -3.914 1.860 0.435
C18 -5.013 2.717 0.368
C19 -4.578 3.923 0.015
C20 -3.247 3.833 -0.285
H21 -1.879 2.134 -0.053
H22 -3.825 0.839 0.775
H23 -6.061 2.554 0.571
H24 -5.092 4.871 -0.053
H25 -2.518 4.575 -0.576
C21 1.953 -4.578 -5.436
S1 3.270 -5.317 -6.508
O1 3.360 -4.490 -7.765
C22 4.704 -4.859 -5.353
H26 1.891 -5.034 -4.448
H27 1.031 -4.736 -5.994
H28 2.182 -3.520 -5.305
H29 4.795 -5.622 -4.579
H30 4.651 -3.813 -5.052
H31 5.650 -4.889 -5.893
C23 -4.401 -4.356 -2.432
S2 -3.055 -5.632 -2.399
O2 -1.910 -5.170 -1.526
C24 -4.020 -6.883 -1.363
H32 -5.383 -4.825 -2.489
H33 -4.208 -3.811 -3.356
H34 -4.258 -3.680 -1.588
H35 -4.210 -6.480 -0.368
H36 -3.633 -7.901 -1.325
H37 -4.975 -7.028 -1.870
C25 -1.983 0.023 -10.034
S3 -1.686 -1.317 -8.780
O3 -1.336 -0.598 -7.494
C26 -3.448 -1.937 -8.554
H38 -2.334 -0.470 -10.941
H39 -1.043 0.572 -10.090
H40 -2.788 0.715 -9.788
H41 -3.589 -2.659 -7.749
H42 -3.685 -2.471 -9.474
H43 -4.163 -1.116 -8.520
C27 -0.929 3.738 4.471
S4 -1.698 4.073 6.075
O4 -1.380 5.468 6.559
C28 -3.429 4.140 5.481
H44 -0.008 4.311 4.359
H45 -1.568 4.007 3.630
H46 -0.833 2.660 4.349
H47 -3.802 3.248 4.976
H48 -3.580 4.918 4.732
H49 -4.047 4.336 6.356

For the molar mass, the calculation gives 648.0 g mol⁻¹. For the HOMO energy, the calculation gives -7.845 eV. The HOMO-LUMO gap is 0.2940 Eh. The energy above the lowest of the compared OMol25 structures with the same formula, charge and spin is 65.6 kcal per mole.